[1]
Molecular formula: C2H5NS
Method: DFT, ωB97M-V/def2-TZVPD

Element x y z (Å)
C1 -1.3610 -1.0478 -0.1034
C2 1.7826 1.1260 -0.0019
H1 -1.6621 -0.8840 -1.1418
H2 -0.8410 -1.8155 0.4010
H3 -2.3252 -0.9732 0.4192
H4 1.5124 1.6645 0.9174
H5 2.7100 1.2084 -0.7163
N1 0.7744 0.3528 -0.3345
S1 -0.5901 0.3689 0.5602

Results
max |F|	3.79	eV/Å
energy	-532.0718	hartree
spin multiplicity	1
ΔE to the lowest compared entry with this formula, charge and spin	44.4	kcal per mole
SMILES	C=NSC

[2]
Molecular formula: C14H44BF4N2O7
Method: DFT, ωB97M-V/def2-TZVPD

Element x y z (Å)
B1 -1.9588 -0.1492 1.0999
F1 -1.6799 1.1944 0.7715
F2 -2.1814 -0.2860 2.4869
F3 -3.1330 -0.4805 0.3627
F4 -0.9282 -1.0165 0.7435
C1 3.2287 -2.7709 1.0388
C2 1.9323 -2.5391 1.7591
O1 2.1234 -2.8149 3.1463
H1 3.9794 -2.0371 1.3493
H2 3.1112 -2.6540 -0.0395
H3 3.5914 -3.7719 1.2671
H4 1.1936 -3.2467 1.3508
H5 1.5138 -1.5420 1.6116
H6 1.4083 -2.3427 3.5975
C3 -2.6532 -3.0875 -3.3866
C4 -3.1345 -2.0038 -2.4289
O2 -3.2687 -0.7849 -3.1599
H7 -1.5629 -3.1282 -3.4146
H8 -3.0244 -2.9354 -4.3997
H9 -3.0031 -4.0679 -3.0543
H10 -2.3948 -1.8631 -1.6376
H11 -4.0877 -2.3092 -1.9886
H12 -3.6537 -0.1222 -2.5740
C5 -1.7361 -2.5461 5.6369
C6 -0.6196 -1.5715 5.2967
O3 -0.2782 -1.5782 3.9140
H13 -1.8521 -3.2813 4.8383
H14 -2.7123 -2.0517 5.6742
H15 -1.5854 -3.0668 6.5818
H16 0.2824 -1.7825 5.8789
H17 -0.8618 -0.5388 5.5823
H18 -0.9692 -1.0955 3.4320
O4 -4.0790 1.4916 -1.2230
H19 -3.6839 0.7576 -0.7236
H20 -4.2999 2.1465 -0.5550
O5 -2.1282 3.8712 0.5295
H21 -1.5097 4.1916 -0.1319
H22 -1.8893 2.9387 0.6465
C7 0.5404 -0.7831 -2.7089
C8 0.4011 0.7310 -2.9115
C9 0.0381 1.0034 -4.3676
O6 1.0783 0.5116 -5.2063
C10 0.8153 0.6967 -6.5524
N1 -0.6957 1.2835 -2.1263
H23 1.4442 -1.1838 -3.1728
H24 -0.3074 -1.2906 -3.1885
H25 0.4812 -1.0590 -1.6544
H26 1.3611 1.1921 -2.6718
H27 -0.1382 2.0681 -4.5513
H28 -0.8771 0.4266 -4.5686
H29 -0.0979 0.1949 -6.9052
H30 1.6352 0.2876 -7.1466
H31 0.7370 1.7669 -6.8065
H32 -1.5468 0.7243 -2.2140
H33 -0.5346 1.1105 -1.1327
C11 2.3381 3.2683 3.0728
C12 1.5561 2.3817 2.1237
C13 2.4507 1.3909 1.4046
O7 3.6208 1.9444 0.8143
C14 3.3537 2.7550 -0.3188
N2 0.4830 1.6529 2.8671
H34 2.4998 2.7324 4.0167
H35 1.7861 4.1782 3.3066
H36 3.3328 3.5279 2.7132
H37 0.9861 2.9971 1.4211
H38 1.8805 0.8049 0.6630
H39 2.8168 0.6266 2.1008
H40 2.3097 3.0545 -0.3865
H41 3.6252 2.2164 -1.2395
H42 4.0300 3.6132 -0.2936
H43 0.9623 1.0698 3.5567
H44 0.1386 0.9795 2.1841

Results
max |F|	1.19	eV/Å
energy	-1620.6100	hartree
total charge	-1
spin multiplicity	1
ΔE to the lowest compared entry with this formula, charge and spin	0.0	kcal per mole

[3]
Molecular formula: C2F6O6S2Sn
Method: DFT, ωB97M-V/def2-TZVPD

Element x y z (Å)
Sn1 2.9735 -1.7250 -1.5091
C1 1.7522 1.1970 3.2914
F1 2.8617 1.8856 2.8877
F2 2.1138 0.1742 4.1224
F3 0.9285 2.1047 3.8610
S1 0.9659 0.6773 1.5305
O1 -0.1684 -0.1181 1.9248
O2 0.5368 1.9226 0.8698
O3 1.9707 -0.0604 0.7523
C2 -2.5980 -1.0166 -1.9498
F4 -2.9207 -0.5978 -0.7858
F5 -2.7293 -2.4006 -1.9005
F6 -3.4034 -0.5143 -2.7761
S2 -0.8812 -0.4618 -2.4756
O4 -0.8432 -0.6221 -3.9027
O5 -0.6141 0.9421 -2.1406
O6 0.0553 -1.3869 -1.7998

Results
max |F|	4.57	eV/Å
energy	-2137.3169	hartree
spin multiplicity	1
ΔE to the lowest compared entry with this formula, charge and spin	28.7	kcal per mole